1.
# C26H52IN4O11S

A 3-piece molecular cluster, C26H52IN4O11S overall in a non-equilibrium geometry (ωB97M-V/def2-TZVPD, the Open Molecules 2025 dataset).

Summary:
* E: -2764.16454 Ha
* spin multiplicity: 1
* Kohn-Sham gap: 8.68 eV
* net charge: +1

```
95
Properties=species:S:1:pos:R:3:forces:R:3
C -3.242845 -0.038814 4.615189 -0.1 0.0 0.2
C -4.598738 -0.531365 4.150935 0.2 0.2 -0.1
O -4.639257 -0.524973 2.725171 0.2 -0.1 0.0
C -5.769437 -1.212084 2.223612 -0.2 0.2 0.0
C -5.836791 -1.043364 0.724041 -0.1 0.0 0.2
O -4.997390 -1.952802 0.032129 -0.1 0.1 -0.3
C -3.753635 -1.436284 -0.334930 0.3 0.1 0.1
C -3.179102 -2.305752 -1.432979 0.1 0.2 -0.1
O -1.801446 -1.943591 -1.637721 -0.1 0.1 0.1
C -1.624967 -1.132218 -2.744547 0.1 -0.1 -0.1
N -0.212780 -0.772606 -2.831025 -0.2 0.5 -0.1
C 0.599851 -0.275265 -1.920741 0.2 0.0 0.1
N 0.325956 0.065036 -0.635138 0.5 0.5 -0.9
C -0.698051 1.127649 -0.486866 -0.7 -0.4 0.3
C -1.406246 1.216463 0.902657 0.3 0.1 0.0
N -0.957141 0.236101 1.897021 -0.2 0.3 0.2
C 1.647032 0.181708 0.074929 -0.1 -0.7 0.5
C 1.860220 1.512687 0.775691 0.2 0.2 -0.3
O 1.739882 -0.859505 0.992787 0.2 0.3 0.4
C 2.680106 -0.159955 -1.063258 0.2 -1.1 0.1
I 3.148227 -2.352649 -0.870007 0.1 0.2 -0.4
C 3.997851 0.575178 -1.056669 -0.2 0.6 0.0
C 4.925586 0.326259 0.149591 0.2 0.3 -0.1
C 6.229783 -0.390447 -0.226943 -0.2 -0.2 -0.1
S 6.822412 -1.559136 0.993854 0.5 0.3 0.1
O 8.248281 -1.579376 0.899425 -0.1 0.0 -0.1
O 6.191710 -1.305070 2.248895 -0.1 -0.1 0.0
O 6.269158 -2.967721 0.488765 -0.3 0.2 0.0
N 1.923248 -0.114778 -2.305516 -0.3 0.7 0.9
C 2.176600 0.889326 -3.360003 -0.1 -0.3 -0.6
C 1.396675 2.188371 -3.303632 0.1 0.0 -0.1
O 1.887272 2.983605 -2.219656 0.3 -0.4 0.0
C 1.350537 4.225193 -2.156393 0.8 0.0 0.7
C 2.030988 5.113733 -1.158780 -0.2 -0.2 0.2
O 0.439253 4.539869 -2.840994 -1.2 0.5 -0.9
H -3.193059 -0.120629 5.704297 0.0 0.0 -0.1
H -3.080186 1.009055 4.352776 0.0 -0.1 -0.1
H -2.434425 -0.649108 4.203880 -0.1 0.0 0.1
H -5.377599 0.143521 4.525840 -0.1 -0.2 0.1
H -4.792400 -1.537950 4.529479 -0.1 0.0 0.0
H -5.728623 -2.278054 2.482262 0.0 0.1 0.0
H -6.690501 -0.802694 2.664185 0.1 0.0 0.0
H -5.574574 -0.007823 0.476240 -0.1 0.0 -0.1
H -6.859509 -1.230798 0.389285 0.1 -0.1 0.0
H -3.047631 -1.428146 0.503935 0.0 0.0 0.0
H -3.848688 -0.404089 -0.709112 0.0 0.0 0.1
H -3.743296 -2.153108 -2.358256 0.0 -0.2 0.0
H -3.197782 -3.357261 -1.153452 0.0 0.0 0.0
H -2.252938 -0.231802 -2.726904 0.0 0.0 0.1
H -1.835191 -1.677313 -3.672766 0.0 0.1 0.0
H 0.242416 -0.959948 -3.713092 0.0 -0.2 0.1
H -1.452402 0.938464 -1.252259 0.0 0.0 0.1
H -0.263807 2.102977 -0.722725 0.1 -0.1 -0.1
H -2.481360 1.140891 0.745481 0.0 -0.2 0.0
H -1.242932 2.228084 1.287541 0.0 0.0 -0.1
H -1.769385 -0.221640 2.301287 0.1 -0.2 -0.2
H -0.555802 0.740614 2.682239 0.0 -0.1 0.0
H 2.883832 1.541591 1.149010 -0.1 0.0 0.1
H 1.730294 2.362528 0.108036 0.0 0.0 0.0
H 1.191510 1.605550 1.631331 0.0 0.0 -0.1
H 1.311880 -0.634161 1.828259 -0.4 0.1 -0.2
H 4.526136 0.383835 -1.992618 0.1 -0.1 0.1
H 3.751222 1.646539 -1.069945 0.0 -0.1 -0.1
H 4.422989 -0.169750 0.981066 0.0 -0.1 -0.1
H 5.218487 1.314608 0.513542 -0.1 -0.1 0.2
H 7.050245 0.316818 -0.335745 0.0 -0.1 0.0
H 6.149766 -0.916870 -1.180239 0.0 0.0 0.1
H 6.216578 -2.980240 -0.479075 0.1 -0.1 0.1
H 3.241127 1.109441 -3.383875 0.0 -0.1 0.1
H 1.944266 0.426901 -4.326119 0.1 0.0 0.1
H 0.314468 2.042120 -3.224562 0.1 0.0 0.1
H 1.562693 2.730152 -4.239749 0.0 -0.1 0.1
H 2.676211 5.813992 -1.689603 0.0 -0.1 0.0
H 1.255154 5.681971 -0.645102 0.1 0.1 0.0
H 2.602423 4.535324 -0.435500 0.1 0.1 -0.1
C -8.221925 -4.374134 5.723972 0.2 0.0 0.0
C -8.076988 -3.021491 5.074796 0.0 0.0 0.0
O -7.039458 -2.399576 5.125930 0.0 0.0 0.0
C -9.289901 -2.479472 4.359367 0.1 0.1 0.0
H -7.287767 -4.653455 6.204748 0.0 0.0 0.0
H -9.019100 -4.347261 6.468420 -0.1 0.0 0.0
H -8.483246 -5.122773 4.974244 -0.1 0.0 0.0
H -10.124244 -2.388409 5.056280 0.0 -0.1 0.0
H -9.588294 -3.160809 3.560767 -0.1 0.0 0.0
H -9.065705 -1.501772 3.938790 0.0 0.0 0.0
C 6.583504 2.457581 -4.540729 -0.1 -0.1 0.1
C 7.150552 1.134622 -4.090579 0.1 0.0 0.0
O 6.641353 0.498818 -3.191519 -0.1 0.1 0.0
C 8.380153 0.643063 -4.804321 0.0 -0.1 0.1
H 5.704439 2.705351 -3.948354 0.0 0.0 0.0
H 7.330452 3.243458 -4.421435 0.0 0.0 -0.1
H 6.311245 2.407438 -5.596156 0.1 0.0 0.0
H 9.189216 1.366689 -4.693895 0.0 0.0 -0.1
H 8.172108 0.527258 -5.869222 0.0 0.1 0.0
H 8.691196 -0.312135 -4.389272 0.0 0.0 0.0
```
Forces are in eV/Å.



2.
# C33H39BeBr3ClF10NO8

C33H39BeBr3ClF10NO8 as an isolated structure in a non-equilibrium geometry (ωB97M-V/def2-TZVPD, the Open Molecules 2025 dataset).

Summary:
* E: -11132.90292 Ha
* spin multiplicity: 1
* Kohn-Sham gap: 2.60 eV

```
96
Properties=species:S:1:pos:R:3:forces:R:3
O 0.370046 -5.562130 3.375553 -0.4 0.0 -0.1
C 0.801835 -5.551470 2.257293 0.9 -0.2 -1.5
C 1.582074 -6.747095 1.624034 0.4 0.3 -0.6
C 1.127172 -8.099929 1.784390 1.6 -0.2 -1.1
C 1.885787 -9.173390 1.121068 0.4 2.6 0.0
C 3.047463 -8.790263 0.343649 -0.4 0.5 0.3
C 3.514304 -7.415091 0.189634 -1.5 0.1 1.2
C 2.771374 -6.362763 0.838614 -1.1 -1.6 0.3
C 3.123379 -4.843131 0.730961 -1.3 -0.9 -0.1
O 4.241551 -4.430371 0.823372 0.0 0.1 -0.2
C 1.865510 -3.926974 0.522003 -1.1 0.0 0.4
C 0.680321 -4.309469 1.309709 0.2 1.2 -1.2
C -0.542803 -3.560664 1.160501 2.0 0.4 -0.9
C -0.567876 -2.433246 0.219871 0.2 -0.6 0.7
C -1.940219 -1.677843 0.055912 1.6 -0.6 -1.4
O -2.969486 -2.654533 0.341826 -0.7 1.7 0.8
C -4.138780 -2.081999 0.747936 -0.8 -2.1 0.3
F -4.973897 -3.122737 1.097898 0.9 1.2 -0.4
F -4.025835 -1.313546 1.871365 -0.1 -0.2 -1.7
F -4.762636 -1.429714 -0.277057 0.8 0.1 1.4
C 0.592317 -2.021171 -0.528908 -0.1 -1.8 1.4
C 1.829893 -2.792748 -0.362834 -1.2 -0.2 0.7
C 3.063613 -2.341631 -1.184840 -0.5 -0.4 -1.3
F 2.556168 -1.730525 -2.339837 0.6 -0.5 1.2
F 3.827862 -3.392473 -1.652190 -0.8 1.2 0.8
C 4.006001 -1.264620 -0.485105 0.9 0.9 -0.7
F 3.953685 -0.098429 -1.241306 -0.2 -1.1 1.0
F 5.330498 -1.627587 -0.481462 -1.8 0.0 0.2
C 3.610393 -0.843734 0.980054 1.3 1.3 1.3
F 4.584874 0.070144 1.390460 -0.4 -2.0 -3.7
F 2.431362 -0.143181 1.037157 1.1 -1.4 -0.4
F 3.655338 -1.849638 1.874695 -0.6 0.9 -1.4
H 0.206614 -8.325859 2.375135 1.0 0.3 -0.5
H 1.564218 -10.238609 1.203647 0.4 1.1 -0.1
H 3.608615 -9.597720 -0.187835 -0.5 0.9 0.6
H 4.416374 -7.133874 -0.403115 -0.9 -0.5 0.5
H -1.439182 -3.870419 1.739490 0.8 0.4 -0.6
H -2.036328 -1.429537 -1.039751 0.0 0.1 1.2
H -1.987797 -0.754428 0.679382 -0.2 -0.9 -0.3
H 0.522652 -1.153950 -1.222942 0.2 -0.9 0.6
C 5.842555 3.476726 -0.875645 0.6 0.0 0.1
C 4.717853 2.958468 -0.001911 -0.6 -0.2 0.0
C 4.397473 4.184094 0.844537 0.3 0.3 -0.1
O 4.685024 5.326167 0.050622 -0.1 -0.2 0.3
C 5.414767 4.908494 -1.110873 -0.7 0.0 -0.9
H 5.977516 2.914026 -1.799055 -0.1 0.0 0.0
H 6.784025 3.455368 -0.321867 0.0 0.1 -0.1
H 3.854572 2.694375 -0.619374 0.0 -0.1 0.1
H 4.992000 2.079774 0.594331 0.2 -0.1 -0.1
H 5.040108 4.229402 1.745330 0.2 0.0 0.2
H 3.339392 4.213592 1.163417 -0.3 0.1 0.0
H 4.742606 4.984167 -1.975603 -0.1 -0.1 0.0
H 6.275125 5.585631 -1.263748 -0.4 -0.3 0.2
Br -7.169573 -4.176443 -2.545474 0.0 0.1 0.0
C -7.485246 -2.824054 -1.179552 0.0 -0.3 0.0
C -8.957956 -2.569439 -0.990077 -0.1 0.3 0.1
Br -9.680327 -1.473285 -2.430069 0.0 -0.1 0.0
H -6.931200 -1.937690 -1.477467 -0.1 0.0 0.0
H -7.046622 -3.232140 -0.270270 -0.1 0.0 0.0
H -9.133666 -1.994805 -0.080786 0.1 0.0 0.0
H -9.550670 -3.480724 -0.958288 0.1 0.0 0.0
Be 3.806432 2.518434 2.508524 0.5 -2.6 1.1
O -14.247003 2.947186 1.212369 0.2 -0.3 -0.2
C -13.388060 2.940995 0.370926 0.0 0.3 0.2
O -12.989457 1.775463 -0.171856 -0.3 -0.4 0.0
C -12.104611 1.669647 -1.293827 0.3 0.1 0.0
C -10.656200 1.749778 -0.859214 0.1 0.2 0.2
C -12.694448 4.217019 -0.033941 -0.1 0.2 -0.5
H -12.354839 2.407804 -2.058815 0.0 0.1 0.1
H -12.292876 0.690337 -1.736080 -0.2 0.0 0.2
H -10.427351 2.709177 -0.392017 0.0 0.0 -0.1
H -9.990714 1.613804 -1.712770 0.0 0.0 0.0
H -10.439329 0.977572 -0.117958 0.0 0.0 -0.1
H -11.913105 4.442124 0.692337 0.0 0.0 0.0
H -13.428499 5.022334 -0.035170 0.0 -0.1 0.3
H -12.265491 4.190227 -1.033269 0.2 -0.1 0.1
C 8.427275 6.849949 -3.341933 0.0 0.2 0.0
O 8.377347 6.085636 -2.387634 0.2 0.2 -2.4
N 8.038042 8.141951 -3.331405 0.1 -0.3 -0.2
C 8.131215 8.981830 -4.508989 -0.1 0.0 0.3
C 7.508190 8.712449 -2.102293 0.1 -0.2 0.1
H 8.811417 6.524517 -4.323180 0.0 0.0 0.0
H 8.779355 9.833836 -4.292095 0.0 0.0 -0.2
H 7.134364 9.342258 -4.772942 0.1 0.1 -0.1
H 8.543474 8.425770 -5.350552 0.0 0.0 0.1
H 8.260137 8.636926 -1.316217 -0.2 0.0 0.1
H 6.626503 8.148730 -1.793487 0.1 0.1 0.1
H 7.240131 9.757364 -2.254270 0.0 -0.1 -0.1
Br 8.016106 5.932223 -0.068497 0.5 0.1 3.0
C 2.101661 -3.164193 5.813856 -0.2 -0.3 -0.1
O 2.313250 -4.502794 5.386316 0.0 0.0 0.0
H 3.067944 -2.708064 6.022863 0.0 -0.1 0.0
H 1.598154 -2.596422 5.026178 0.0 0.2 0.1
H 1.494443 -3.154751 6.723178 0.0 0.2 0.0
H 1.445420 -4.885808 5.207175 0.2 0.0 -0.1
Cl 3.976909 0.471331 3.538080 -1.0 4.0 2.0
```
Forces are in eV/Å.